(1)
Formula: C2H3NOS
Source: OMol25
Level of theory: wB97M-V/def2-TZVPD

Output
- DFT total energy: -606.0066 hartree
- M: 89.12 g/mol
- LUMO (alpha / beta): -1.151 / -0.921 eV
- Relative energy (zero: lowest compared OMol25 entry of this formula, charge and spin): 4.9195 eV
- Charge: 0
- Orbital gap (alpha / beta): 7.13 / 6.63 eV

Last column: natural (NBO) charge in e.
Geometry (Å):
C 1.62 -0.76 0.11  -0.188
C -0.17 0.90 -0.45  -0.035
N 0.84 0.24 -0.13  -0.300
O -3.42 0.44 0.29  -0.763
S -2.29 -0.39 -0.11  0.706
H 1.37 -1.43 0.78  0.184
H 2.49 -0.85 -0.50  0.195
H -0.45 1.84 -0.01  0.201



(2)
Formula: C3H2N4O
Source: OMol25
Level of theory: wB97M-V/def2-TZVPD

Output
- DFT total energy: -409.6279 hartree
- SMILES string: O=c1ncnncn1
- M: 110.08 g/mol
- LUMO: -1.899 eV
- Relative energy (zero: lowest compared OMol25 entry of this formula, charge and spin): 2.7282 eV
- Charge: 0
- Orbital gap: 7.82 eV

Last column: natural (NBO) charge in e.
Geometry (Å):
O -2.32 -0.22 0.85  -0.513
C -1.40 -0.22 0.07  0.719
N -0.53 -1.25 -0.31  -0.420
C 0.77 -1.29 -0.20  0.237
N 1.31 -0.49 0.64  -0.146
N 1.21 0.77 0.70  -0.120
C 0.22 1.37 -0.24  0.179
N -1.01 0.88 -0.61  -0.387
H 1.31 -2.06 -0.75  0.222
H 0.43 2.51 -0.15  0.228



(3)
Formula: CH4N2O
Source: OMol25
Level of theory: wB97M-V/def2-TZVPD

Output
- DFT total energy: -225.1341 hartree
- SMILES string: [H]/N=C\NO
- M: 60.06 g/mol
- LUMO: 0.489 eV
- Relative energy (zero: lowest compared OMol25 entry of this formula, charge and spin): 4.2958 eV
- Charge: 0
- Orbital gap: 10.60 eV

Last column: natural (NBO) charge in e.
Geometry (Å):
H -1.80 0.82 0.34  0.328
N -1.67 -0.07 -0.04  -0.645
C -0.47 -0.33 -0.27  0.233
N 0.54 0.53 -0.39  -0.309
O 1.73 -0.11 -0.05  -0.533
H -0.01 -1.22 -0.63  0.159
H 0.34 1.19 0.31  0.332
H 1.35 -0.81 0.73  0.436



(4)
Formula: C5H7FNS
Source: OMol25
Level of theory: wB97M-V/def2-TZVPD

Output
- DFT total energy: -747.0747 hartree
- M: 132.18 g/mol
- LUMO (alpha / beta): -6.130 / -6.315 eV
- Relative energy (zero: lowest compared OMol25 entry of this formula, charge and spin): 4.2742 eV
- Charge: +1
- Orbital gap (alpha / beta): 7.52 / 7.43 eV

Last column: natural (NBO) charge in e.
Geometry (Å):
C -0.98 -1.63 -1.47  -0.443
C -0.27 -0.68 -0.71  0.238
C -1.12 0.33 -3.05  0.290
C 0.15 -1.07 0.70  -0.665
C 0.41 1.64 -0.66  -0.449
N 0.01 0.46 -1.18  -0.253
F -0.67 1.13 -4.01  -0.249
S -1.35 -1.27 -3.09  0.714
H -1.29 -2.67 -1.12  0.298
H 0.78 -0.23 1.19  0.254
H -0.82 -1.08 1.41  0.267
H 0.54 -2.05 0.72  0.259
H 1.63 1.64 -0.83  0.252
H 0.08 2.46 -1.17  0.257
H 0.15 1.87 0.34  0.231



(5)
Formula: C6H11NO2
Source: OMol25
Level of theory: wB97M-V/def2-TZVPD

Output
- DFT total energy: -440.4391 hartree
- SMILES string: [H]/N=C(/C)C=C.CC(=O)O
- M: 129.16 g/mol
- LUMO: 0.304 eV
- Relative energy (zero: lowest compared OMol25 entry of this formula, charge and spin): 1.3112 eV
- Charge: 0
- Orbital gap: 10.11 eV

Last column: natural (NBO) charge in e.
Geometry (Å):
H 0.07 2.13 1.05  0.324
N 0.91 1.71 0.65  -0.608
C 0.71 1.24 -0.53  0.260
C 1.87 0.56 -1.22  -0.665
C -0.59 1.27 -1.26  -0.249
C -1.66 1.96 -0.86  -0.370
H 2.10 -0.37 -0.70  0.234
H 2.75 1.21 -1.18  0.237
H 1.65 0.35 -2.27  0.212
H -0.65 0.66 -2.16  0.220
H -2.58 1.91 -1.44  0.210
H -1.67 2.59 0.02  0.191
C 0.26 -2.55 1.59  -0.727
C -0.67 -1.68 0.82  0.795
O -0.87 -1.74 -0.39  -0.615
O -1.28 -0.75 1.57  -0.677
H -0.04 -2.57 2.65  0.236
H 0.20 -3.57 1.21  0.241
H 1.28 -2.16 1.51  0.250
H -1.78 -0.21 0.93  0.499



(6)
Formula: C32H67F3O12P
Source: OMol25
Level of theory: wB97M-V/def2-TZVPD

Output
- DFT total energy: -2802.9647 hartree
- M: 731.84 g/mol
- LUMO: 2.052 eV
- Charge: -1
- Orbital gap: 7.33 eV

Last column: Mulliken charge in e.
Geometry (Å):
C 11.19 -0.28 -2.79  -0.955
C 10.07 0.42 -1.77  -0.364
C 9.55 1.79 -2.53  -0.534
C 7.93 1.99 -2.36  -0.395
C 7.54 3.34 -1.51  -0.421
C 6.23 4.07 -2.20  -0.590
C 4.95 4.16 -1.15  -0.021
C 4.14 5.56 -1.56  -0.741
C 2.95 5.83 -0.43  -0.255
C 1.47 5.63 -1.12  -0.622
C 0.49 4.60 -0.31  -0.818
C 1.02 3.01 -0.34  0.692
C 1.00 2.58 -1.94  -1.016
P 0.74 0.69 -2.23  2.010
C -0.93 1.13 -3.05  -1.087
O -1.56 -0.01 -3.80  -0.262
C -2.84 0.51 -4.31  -0.244
C -4.16 0.10 -3.43  -0.810
O 0.48 -1.04 -2.34  -0.737
C -0.39 -1.55 -1.27  0.020
C 0.35 -1.95 0.13  0.922
C 1.42 -3.22 -0.01  -1.232
O -0.73 -2.48 1.02  -0.476
C 2.54 0.26 -1.65  0.401
F 2.77 -1.19 -2.02  -0.268
F 2.73 0.37 -0.19  -0.258
F 3.59 1.01 -2.41  -0.279
H 11.98 -0.88 -2.17  0.300
H 11.78 0.59 -3.35  0.265
H 10.61 -0.96 -3.56  0.248
H 9.19 -0.36 -1.62  0.262
H 10.53 0.66 -0.72  0.265
H 9.75 1.63 -3.69  0.274
H 10.19 2.74 -2.22  0.221
H 7.51 1.02 -1.84  0.164
H 7.46 2.02 -3.44  0.239
H 7.30 3.11 -0.38  0.279
H 8.45 4.07 -1.58  0.224
H 6.52 5.17 -2.51  0.248
H 5.85 3.50 -3.17  0.279
H 5.26 4.14 -0.02  0.330
H 4.17 3.28 -1.36  -0.288
H 4.91 6.46 -1.52  0.358
H 3.73 5.41 -2.65  0.239
H 3.10 6.92 -0.03  0.400
H 3.01 5.09 0.48  0.068
H 1.57 5.37 -2.26  0.298
H 0.94 6.70 -1.07  0.337
H 0.35 4.98 0.81  0.133
H -0.56 4.61 -0.86  0.328
H 2.11 3.03 0.09  0.083
H 0.25 2.43 0.32  -0.408
H 2.00 3.00 -2.40  -0.014
H 0.13 3.25 -2.42  0.337
H 0.21 0.63 -0.90  -0.488
H 1.32 0.76 -3.58  -0.381
H -1.68 1.66 -2.32  0.201
H -0.69 1.91 -3.91  0.407
H -3.04 0.11 -5.42  0.274
H -2.83 1.69 -4.42  0.265
H -4.30 0.74 -2.44  0.214
H -4.24 -1.06 -3.19  0.138
H -5.11 0.36 -4.10  0.339
H -1.35 -0.88 -1.06  0.001
H -0.85 -2.57 -1.69  -0.068
H 0.80 -1.04 0.72  -0.206
H 1.20 -3.88 -0.97  0.231
H 1.37 -3.95 0.92  0.360
H 2.53 -2.82 -0.06  0.279
H -1.02 -1.68 1.59  0.291
C 0.27 1.66 3.16  -1.072
C 0.76 2.95 3.81  -0.286
O -0.35 3.79 4.15  -0.312
C -1.01 3.46 5.29  0.738
O -0.74 2.53 6.03  -0.567
O -2.04 4.33 5.44  -0.330
C -2.87 4.04 6.57  -0.629
H -0.38 1.88 2.31  0.316
H 1.12 1.06 2.81  0.313
H -0.31 1.06 3.86  0.491
H 1.37 3.50 3.09  0.224
H 1.38 2.75 4.68  0.355
H -2.28 3.95 7.49  0.289
H -3.44 3.13 6.39  0.287
H -3.57 4.87 6.69  0.222
C -3.50 -4.41 -0.70  -1.070
C -2.61 -5.35 0.10  0.032
O -3.31 -5.88 1.23  -0.380
C -4.16 -6.90 0.97  0.780
O -4.36 -7.40 -0.12  -0.588
O -4.76 -7.25 2.14  -0.330
C -5.75 -8.27 1.99  -0.708
H -3.91 -3.64 -0.05  0.223
H -2.93 -3.93 -1.51  0.300
H -4.34 -4.95 -1.14  0.431
H -1.75 -4.79 0.48  0.113
H -2.21 -6.16 -0.53  0.315
H -5.34 -9.14 1.47  0.354
H -6.62 -7.87 1.46  0.290
H -6.06 -8.58 2.99  0.235
C -6.62 -4.62 3.78  -1.185
C -6.81 -4.38 2.30  0.200
O -8.10 -4.84 1.87  -0.316
C -9.14 -4.01 2.14  0.718
O -9.07 -2.93 2.70  -0.559
O -10.28 -4.61 1.71  -0.336
C -11.46 -3.88 2.01  -0.636
H -6.80 -5.67 4.03  0.246
H -5.60 -4.36 4.09  0.346
H -7.32 -4.03 4.38  0.415
H -6.06 -4.95 1.73  -0.081
H -6.67 -3.32 2.04  0.361
H -11.39 -2.85 1.65  0.294
H -11.65 -3.91 3.08  0.284
H -12.30 -4.36 1.49  0.226



(7)
Formula: C6H7BrN2O
Source: OMol25
Level of theory: wB97M-V/def2-TZVPD

Output
- DFT total energy: -2991.4142 hartree
- M: 203.04 g/mol
- LUMO: -0.063 eV
- Relative energy (zero: lowest compared OMol25 entry of this formula, charge and spin): 3.9570 eV
- Charge: 0
- Orbital gap: 8.62 eV

Last column: natural (NBO) charge in e.
Geometry (Å):
C -1.32 -2.25 0.62  -0.020
C -0.81 -2.85 1.73  -0.057
C 0.14 -0.48 0.50  0.453
C 0.93 -1.35 2.05  -0.014
C 0.35 1.68 -0.92  -0.602
C 0.94 0.69 0.11  -0.509
N -0.77 -1.15 0.02  -0.470
N 0.21 -2.35 2.50  -0.011
O 0.43 -2.88 3.65  -0.557
Br 2.31 -0.69 3.12  0.138
H -2.26 -2.69 0.09  0.227
H -1.09 -3.70 2.30  0.253
H -0.67 1.61 -0.85  0.217
H 0.66 1.58 -1.96  0.225
H 0.59 2.69 -0.65  0.221
H 1.26 0.95 1.08  0.255
H 1.98 0.24 -0.22  0.252



(8)
Formula: CH2N2O2S
Source: OMol25
Level of theory: wB97M-V/def2-TZVPD

Output
- DFT total energy: -697.3359 hartree
- M: 106.11 g/mol
- LUMO (alpha / beta): -1.446 / -1.405 eV
- Relative energy (zero: lowest compared OMol25 entry of this formula, charge and spin): 5.8526 eV
- Charge: 0
- Orbital gap (alpha / beta): 7.35 / 8.25 eV

Last column: natural (NBO) charge in e.
Geometry (Å):
C 0.07 -0.07 0.16  0.139
N -1.12 0.43 -0.22  -0.707
N 0.66 -0.39 1.35  -0.084
O -0.56 0.72 -2.64  -0.862
O 0.56 -0.02 2.55  -0.338
S -1.67 0.77 -1.73  1.294
H 0.58 -0.34 -0.73  0.190
H 1.48 -1.10 1.26  0.369